3 unconnected molecules or ions with the total composition C26H47N2O10S2. Source: OMol25; level of theory: ωB97M-V with the def2-TZVPD basis set.

Properties
Charge: +1
Total energy, eV: -72831.8104
Frontier orbital gap, eV: 7.36

XYZ file:
```
87
C26H47N2O10S2 ωB97M-V with the def2-TZVPD basis set
C 1.38487 2.80969 4.19698
C 1.17970 2.41429 2.94799
C 0.89818 1.81607 1.45795
C 2.22408 1.79386 0.53960
C 2.03072 1.02581 -0.88682
C 1.47925 -0.44800 -0.59070
C 2.30156 -1.48905 0.21457
O 3.59846 -1.08005 0.70877
C 4.62132 -1.91751 0.07940
C 6.06812 -1.22786 0.40018
C 6.87020 -2.07695 1.53970
O 6.92945 -1.26129 -0.79428
N 1.84625 -2.79877 0.47971
N 0.69964 -3.41525 0.18394
C -0.13457 -2.51603 -0.51653
C -1.59872 -3.16890 -0.87041
C -2.29254 -3.49168 0.55482
C -3.90190 -3.27214 0.56051
O -4.19078 -2.46534 1.76727
C -5.61052 -2.21896 1.88116
C -6.45982 -1.31666 0.83217
O -6.26607 -2.73300 2.86154
C 0.09173 -1.06585 -0.99020
C -0.93575 -0.15451 -1.82872
C -1.87303 0.81592 -0.93475
C -2.38275 0.11404 0.44487
H 1.43325 2.75753 5.35443
H 0.43543 0.76434 1.64842
H 0.07047 2.42020 0.90214
H 3.17493 1.40802 1.09388
H 2.45691 2.90844 0.27797
H 3.09259 0.91400 -1.34861
H 1.39045 1.63893 -1.63689
H 4.55133 -2.99139 0.50923
H 4.52043 -1.99102 -1.06795
H 5.94782 -0.15974 0.82202
H 7.44023 -2.99201 1.09491
H 6.15313 -2.43971 2.38332
H 7.65337 -1.39281 2.05348
H 7.85658 -1.09584 -0.46313
H 2.51437 -3.41370 1.00664
H -2.21891 -2.52985 -1.58855
H -1.40714 -4.18328 -1.41825
H -1.99365 -4.54169 0.96580
H -1.82973 -2.73856 1.32016
H -4.43518 -4.28731 0.66074
H -4.27889 -2.72369 -0.40047
H -7.55893 -1.28030 1.17082
H -6.04916 -0.24018 0.92299
H -6.38748 -1.70867 -0.24764
H -0.27350 0.55068 -2.48470
H -1.53511 -0.79043 -2.60151
H -1.39633 1.85291 -0.74087
H -2.83509 1.01275 -1.56760
H -3.17229 -0.67216 0.13811
H -2.91073 0.94279 1.06025
H -1.53314 -0.30841 1.09332
O -9.76029 0.32152 0.03450
S -10.75912 1.34774 -0.12234
O -10.42501 2.74821 -0.07761
O -11.97065 1.06893 0.91761
C -11.66335 0.95891 2.30712
C -11.35905 2.31408 2.91993
C -11.66308 1.04402 -1.61579
H -10.83664 0.25948 2.46421
H -12.54345 0.53410 2.79623
H -10.44381 2.74121 2.50285
H -11.22477 2.22915 4.00053
H -12.16812 3.02042 2.71478
H -11.95421 -0.00471 -1.64898
H -11.00525 1.27939 -2.45344
H -12.53712 1.69506 -1.63804
O 12.43897 2.12893 -2.36945
S 11.18943 2.33430 -1.68634
O 10.68710 1.39276 -0.71683
O 10.02860 2.61867 -2.78260
C 9.81780 1.65575 -3.81392
C 9.11342 0.41973 -3.28512
C 11.20126 3.94147 -0.94020
H 10.76431 1.39483 -4.29678
H 9.18899 2.13066 -4.57120
H 9.74253 -0.12060 -2.57338
H 8.86812 -0.26531 -4.09969
H 8.19408 0.69467 -2.76031
H 11.54512 4.67113 -1.67160
H 11.88608 3.90642 -0.09192
H 10.19505 4.17736 -0.59336
```